C38H35F3NO4PSSbSeTc | ωB97M-V/def2-TZVPD

The geometry in XYZ format:
```
86
Properties=species:S:1:pos:R:3:lowdin_charge:R:1
Sb 1.6004 -0.8142 -1.1129 1.566
Tc -0.3942 0.6347 0.0511 0.717
Se 0.2356 2.4841 -1.2148 0.913
S -1.6627 -0.7817 2.6105 1.142
P -2.3367 0.0349 -1.1345 0.535
F 7.5934 -0.2361 0.0755 0.130
F 1.0035 -6.9377 -1.3730 0.129
F 1.5112 0.8530 -7.0589 0.124
O -3.2839 -0.3898 0.0248 -0.318
O -0.5522 -0.7557 1.4738 -0.708
O -2.4109 -1.0181 -2.2780 -0.266
O -2.9180 1.3136 -1.8063 -0.308
N -1.1320 6.6095 0.4563 0.110
C 5.5438 0.8176 -0.2629 0.027
C 0.5094 -3.5605 -0.2787 -0.138
C -3.2841 2.6951 3.7739 -0.010
C -0.8728 -1.4137 4.0383 -0.407
C -1.8644 0.9554 2.9566 -0.390
C 2.3063 1.2420 -4.9012 0.030
C -2.0127 5.8057 -0.1392 -0.093
C -3.0645 1.3453 3.5313 -0.049
C 1.1094 -5.6199 -1.3143 -0.256
C -0.3782 4.1312 -0.4385 -0.577
C 0.9823 -1.6650 5.5017 -0.031
C 2.3316 0.8708 -3.5669 -0.142
C 1.3170 -2.8879 -1.1959 -0.412
C 5.7091 -1.5996 -0.0846 0.037
C 6.2853 -0.3412 -0.0934 -0.255
C 0.3972 -4.9395 -0.3404 0.026
C 0.1244 6.1855 0.6085 -0.096
C 2.0326 -3.5948 -2.1658 -0.107
C 0.8183 -0.6126 -5.3841 0.028
C 0.4613 -1.1472 4.3325 -0.058
C 0.1758 -2.4167 6.3575 -0.013
C -1.1106 3.2342 2.8817 -0.044
C 4.1808 0.7079 -0.4638 -0.128
C 1.6033 -0.2379 -3.1354 -0.402
C -4.6923 -0.7286 -0.2196 0.000
C -1.6918 -2.1747 4.8683 -0.065
C -2.3176 3.6364 3.4342 -0.015
C 1.9288 -4.9745 -2.2261 0.041
C 0.5662 4.9410 0.1655 -0.111
C 3.5915 -0.5553 -0.5006 -0.370
C -3.4627 1.4587 -3.1602 -0.004
C -1.1532 -2.6711 6.0464 -0.028
C 0.8414 -0.9735 -4.0457 -0.117
C 4.3415 -1.7087 -0.2842 -0.097
C -2.0958 -2.4346 -2.1811 -0.019
C -0.8716 1.8834 2.6416 -0.124
C 1.5447 0.4944 -5.7835 -0.260
C -1.6883 4.5334 -0.6080 -0.086
H 2.6712 -3.0794 -2.8753 0.120
H -3.0190 6.1902 -0.2604 0.128
H 1.6048 4.6509 0.2707 0.112
H -1.0718 -2.5702 -1.8558 0.041
H -2.7242 -2.3779 4.6031 0.120
H 3.8809 -2.6884 -0.2744 0.101
H 2.4730 -5.5537 -2.9613 0.142
H -1.7682 -3.2601 6.7140 0.129
H -5.0467 -1.2136 0.6822 0.104
H 2.0172 -1.4785 5.7575 0.126
H 0.5925 -2.8077 7.2767 0.130
H -5.2511 0.1853 -0.4006 0.104
H 0.2817 -1.8451 -3.7245 0.090
H -4.2151 3.0108 4.2284 0.133
H -4.5369 1.3078 -3.1180 0.105
H -2.5008 4.6874 3.6202 0.131
H -0.0258 -3.0189 0.4910 0.083
H -2.4288 3.9166 -1.1006 0.098
H -3.0053 0.7413 -3.8327 0.092
H 0.2615 -1.1799 -6.1189 0.137
H -4.7781 -1.4034 -1.0682 0.098
H -3.2384 2.4715 -3.4710 0.098
H 2.9457 1.4400 -2.8794 0.087
H -2.2259 -2.8375 -3.1776 0.114
H 0.1347 1.5765 2.3566 0.096
H 0.8157 6.8698 1.0865 0.130
H 3.5944 1.6110 -0.5851 0.088
H -3.8221 0.6096 3.7834 0.129
H 1.0811 -0.5627 3.6621 0.113
H 2.8754 2.0857 -5.2688 0.139
H 6.3290 -2.4730 0.0717 0.141
H -0.2200 -5.4977 0.3517 0.136
H 6.0446 1.7768 -0.2408 0.138
H -2.7806 -2.9237 -1.4913 0.104
H -0.3393 3.9629 2.6717 0.113
```

The calculation puts the HOMO energy (alpha / beta) at -16.32 / -16.34 eV. As for the expectation value of S²: 1.053. As for the net charge: +3. The spin multiplicity is 2. The value obtained for the LUMO energy (alpha / beta) is -11.4 / -10.4 eV.



C38H36BaN6O2SSb | ωB97M-V/def2-TZVPD

The geometry in XYZ format:
```
85
Properties=species:S:1:pos:R:3:lowdin_charge:R:1
Ba 0.3839 -0.5537 0.0159 1.879
Sb 2.7002 1.7647 0.8829 1.548
S -2.3146 -4.2140 -3.0026 1.080
O 0.1723 1.7977 -1.1354 -0.221
O -1.4629 0.3652 -1.6167 -0.187
N -0.9256 -2.6633 1.4470 0.057
N 2.6992 -1.1422 1.7984 -0.016
N 2.6653 -0.4387 -1.4166 -0.089
N -1.1413 -2.6608 -1.3532 -0.052
N -1.9331 -4.6299 1.6786 0.187
N -0.3142 1.2272 1.9053 -0.078
C -2.3221 3.6545 -0.4497 -0.021
C -1.4270 1.6546 2.5312 -0.324
C 4.2129 1.1381 -3.0778 -0.034
C 0.7248 2.0597 1.7713 -0.479
C 2.7230 -2.3402 -2.9122 -0.013
C 0.7023 3.3473 2.3050 -0.141
C 3.1356 -2.2290 2.4467 -0.324
C 3.7639 1.6277 -1.8613 -0.127
C -1.4901 -3.6665 0.8255 -0.278
C -2.8516 4.4696 -4.1325 -0.262
C 2.4914 -3.5425 2.1059 -0.015
C -2.2602 3.5795 -1.9550 -0.194
C -0.7836 -2.8035 5.1561 -0.072
C 3.8859 -0.1569 -3.4438 -0.011
C -0.7778 1.3147 -4.6297 -0.025
C -1.6558 -3.7064 -0.6252 -0.319
C -2.5843 0.6943 2.5667 -0.009
C 4.2994 0.1944 2.9691 -0.111
C -2.8941 4.5300 -2.7435 -0.005
C -0.9114 1.4982 -1.7329 -0.664
C -1.6389 -4.2078 2.9666 -0.177
C -2.1555 3.4261 -4.7289 -0.005
C -0.5809 -2.2448 3.9115 -0.037
C 4.1543 -2.1478 3.3887 -0.016
C -1.4402 -2.7793 -2.6089 -0.435
C 3.1080 -0.9220 -2.5888 -0.322
C -1.5044 2.9151 3.1012 -0.015
C 4.7338 -0.9249 3.6630 -0.047
C -1.0162 -2.9659 2.8001 -0.254
C 2.9802 0.8085 -1.0519 -0.495
C -1.5210 2.4498 -3.9707 -0.200
C -0.4256 3.7732 2.9928 -0.038
C -1.4087 -4.0539 5.3070 -0.073
C -3.5606 5.5097 -4.9608 -0.049
C -1.5780 2.5371 -2.5834 -0.077
C 3.2778 0.0461 2.0369 -0.456
C -1.8484 -4.7793 4.2170 -0.007
C -2.3426 -4.6268 -1.3544 -0.340
H -1.3190 3.6351 -0.0192 0.071
H 1.6396 -2.4575 -2.8532 0.063
H 0.2587 1.2765 -4.2836 0.083
H -1.5525 -4.4558 6.3005 0.108
H -2.3352 -0.1791 3.1724 0.069
H 4.2252 -0.5716 -4.3832 0.119
H -3.4754 1.1621 2.9796 0.085
H -2.1087 3.3705 -5.8112 0.115
H -2.8038 0.3493 1.5545 0.085
H 3.1719 -3.0191 -2.1856 0.089
H -0.4684 4.7664 3.4207 0.118
H -2.8723 2.8008 -0.0442 0.088
H -2.3328 -5.7401 4.3279 0.115
H 1.5519 4.0035 2.1724 0.072
H -3.3069 6.5154 -4.6245 0.080
H -1.1774 -2.0482 -3.3591 0.080
H -2.8550 -5.5126 -1.0156 0.080
H 2.2189 -3.5679 1.0509 0.074
H -3.4318 5.3409 -2.2628 0.119
H -0.7737 1.4201 -5.7135 0.078
H -0.4559 -2.2719 6.0393 0.108
H 3.1608 -4.3726 2.3249 0.086
H -2.4083 -5.4794 1.4286 0.164
H -4.6429 5.3969 -4.8742 0.083
H -2.8233 4.5656 -0.1250 0.081
H 1.5824 -3.6751 2.6946 0.070
H -1.2483 0.3628 -4.3780 0.069
H 5.5288 -0.8468 4.3934 0.116
H 3.0542 -2.6256 -3.9080 0.083
H -0.0918 -1.2850 3.7868 0.109
H -2.4109 3.2203 3.6059 0.121
H 4.4924 -3.0434 3.8932 0.119
H 4.7465 1.1665 3.1306 0.092
H -3.2987 5.4253 -6.0144 0.073
H 4.0056 2.6332 -1.5435 0.081
H 4.8126 1.7576 -3.7319 0.118
```

The value obtained for the energy above the lowest of the compared OMol25 structures with the same formula, charge and spin is 0.151 eV. The calculation puts the HOMO energy at -10.05 eV. As for the net charge: +1. The spin multiplicity is 1. The value obtained for the LUMO energy is -2.3 eV.



Look up the net charge of the first one. +3



The lowest net charge belongs to which entry? C38H36BaN6O2SSb



Look up the net charge of the first one. +3